# 1
Here is a 11-piece molecular cluster, C30H84N2O22 overall at a distorted geometry from the Open Molecules 2025 dataset. Energies are from the ωB97M-V functional and the def2-TZVPD basis.

Output
- Energy: -2957.58037 Ha
- HOMO energy (alpha / beta): -11.35 / -11.35 eV
- Kohn-Sham gap (alpha / beta): 9.447 / 3.958 eV

Geometry as ORCA input:
```
! RIJCOSX wB97M-V def2-TZVPD def2/J DEFGRID3
* xyz 1 2
C 4.18 0.28 -0.97
C 4.28 1.41 0.10
O 3.04 1.85 0.68
O 4.44 -1.00 -0.37
H 4.88 0.32 -1.80
H 3.22 0.27 -1.48
H 4.78 2.16 -0.51
H 5.02 1.17 0.87
H 2.75 2.57 0.12
H 4.39 -1.68 -1.05
C -3.61 4.00 0.04
C -3.08 4.92 1.10
O -2.02 4.38 1.81
O -4.67 3.14 0.48
H -2.87 3.39 -0.47
H -4.08 4.63 -0.72
H -3.89 5.20 1.78
H -2.70 5.79 0.58
H -2.13 3.46 2.06
H -5.52 3.58 0.49
C -2.06 -3.63 4.04
C -1.29 -2.72 5.00
O -1.61 -2.94 6.32
O -3.45 -3.41 3.99
H -1.91 -4.65 4.42
H -1.62 -3.59 3.05
H -1.53 -1.67 4.84
H -0.22 -2.88 4.87
H -2.50 -2.62 6.49
H -3.70 -3.27 4.90
C 1.29 -0.29 6.49
C 1.17 1.24 6.38
O 2.36 1.91 6.83
O 1.08 -0.80 7.78
H 2.22 -0.62 6.03
H 0.49 -0.60 5.82
H 0.34 1.54 7.02
H 0.99 1.63 5.37
H 2.56 1.74 7.75
H 1.93 -1.10 8.12
C 2.56 -2.71 -2.49
C 1.80 -4.06 -2.61
O 2.36 -4.96 -3.54
O 3.82 -3.00 -2.00
H 2.03 -2.04 -1.80
H 2.73 -2.23 -3.45
H 0.75 -3.95 -2.91
H 1.82 -4.50 -1.62
H 1.71 -5.43 -4.07
H 4.31 -3.41 -2.72
C -2.95 -3.41 0.14
C -3.52 -2.55 -1.06
O -2.45 -1.96 -1.79
O -3.95 -3.95 0.93
H -2.29 -2.75 0.70
H -2.23 -4.17 -0.16
H -4.27 -1.84 -0.70
H -4.14 -3.20 -1.67
H -2.19 -1.16 -1.33
H -3.87 -3.57 1.80
C 4.68 2.86 -4.58
C 3.77 1.85 -5.29
O 4.09 1.60 -6.67
O 5.96 2.32 -4.58
H 4.30 3.14 -3.60
H 4.74 3.79 -5.15
H 2.77 2.28 -5.28
H 3.65 0.95 -4.69
H 4.95 1.18 -6.77
H 6.54 3.04 -4.30
C -0.97 4.00 -4.65
C -0.14 4.77 -5.72
O 0.32 6.02 -5.28
O -2.23 4.67 -4.49
H -0.55 3.87 -3.66
H -1.04 2.94 -4.90
H -0.64 4.87 -6.68
H 0.72 4.22 -6.09
H -0.37 6.63 -5.54
H -1.98 5.56 -4.24
C -4.75 2.35 -4.87
C -5.47 3.44 -4.13
O -5.89 2.95 -2.90
O -3.42 2.18 -4.44
H -4.75 2.61 -5.93
H -5.23 1.37 -4.83
H -6.34 3.81 -4.67
H -4.86 4.31 -3.89
H -5.25 2.36 -2.49
H -3.09 3.06 -4.23
C 0.45 -6.14 4.96
O 0.54 -5.15 4.00
C 0.49 -5.71 2.66
C 0.86 -4.62 1.64
N 2.09 -4.00 1.94
C 2.43 -2.85 1.13
C 1.78 -1.51 1.54
O 1.96 -1.23 2.94
C 3.29 -0.75 3.16
H 1.30 -6.82 4.89
H -0.45 -6.75 4.86
H 0.52 -5.76 5.98
H -0.51 -6.03 2.36
H 1.22 -6.52 2.58
H 0.03 -3.90 1.67
H 0.85 -5.04 0.64
H 2.02 -3.61 2.87
H 2.32 -3.14 0.09
H 3.49 -2.73 1.37
H 0.73 -1.51 1.25
H 2.19 -0.67 0.98
H 4.11 -1.18 2.57
H 3.63 -0.82 4.19
H 3.33 0.31 2.90
C 1.31 2.01 -2.58
O 0.91 0.66 -2.36
C -0.45 0.42 -2.85
C -1.53 1.18 -2.03
N -1.88 0.59 -0.75
C -0.84 0.89 0.21
C -1.30 0.66 1.63
O -2.02 1.79 2.14
C -2.21 1.61 3.52
H 0.97 2.62 -1.74
H 1.02 2.50 -3.51
H 2.39 2.13 -2.54
H -0.69 -0.64 -2.89
H -0.62 0.75 -3.88
H -2.49 1.08 -2.53
H -1.22 2.23 -1.99
H -2.71 1.05 -0.39
H -0.64 1.95 0.07
H 0.13 0.43 0.03
H -0.45 0.39 2.27
H -2.03 -0.14 1.75
H -2.95 2.26 4.00
H -1.28 1.80 4.06
H -2.58 0.64 3.84
*
```



# 2
Here is C16H10F4N6O3Os as an isolated structure from the Open Molecules 2025 dataset. Energies are from the ωB97M-V functional and the def2-TZVPD basis.

Output
- Energy: -1659.27888 Ha
- HOMO energy (alpha / beta): -15.53 / -15.53 eV
- Kohn-Sham gap (alpha / beta): 5.741 / 5.738 eV

Geometry as ORCA input:
```
! RIJCOSX wB97M-V def2-TZVPD def2/J DEFGRID3
* xyz 2 1
Os 2.59 0.76 -0.53
N 1.97 1.89 -2.14
N 2.41 3.22 -1.89
C 3.24 3.46 -0.80
O 3.64 4.52 -0.48
O 3.54 2.31 -0.09
H 2.43 1.53 -2.98
H 0.96 1.88 -2.31
H 1.92 3.98 -2.34
F -2.86 -1.96 3.31
C -3.29 -1.15 2.37
C -4.63 -1.02 2.18
F -5.44 -1.69 2.95
C -5.18 -0.15 1.16
C -4.21 0.53 0.34
C -2.88 0.36 0.53
F -2.02 1.01 -0.26
C -2.35 -0.46 1.56
C -0.96 -0.57 1.78
C -0.01 -0.05 0.94
N 0.93 0.34 0.35
C -0.36 -1.24 2.90
N 0.22 -1.73 3.76
F -4.61 1.32 -0.62
C -6.53 0.02 0.99
C -7.10 0.89 0.02
N -7.60 1.60 -0.73
C -7.52 -0.66 1.78
N -8.35 -1.20 2.35
C 5.79 -0.89 -1.51
C 4.43 -1.25 -0.97
C 3.98 -2.67 -1.25
O 3.45 -0.36 -1.65
H 6.55 -1.43 -0.95
H 5.99 0.18 -1.40
H 5.87 -1.17 -2.56
H 4.36 -1.03 0.11
H 4.19 -2.94 -2.28
H 2.92 -2.80 -1.05
H 4.52 -3.35 -0.59
*
```